[1]
This record from OMol25 describes a cluster of 6 separate species, C40H92O14PS in total at a distorted geometry. The level of theory is ωB97M-V with the def2-TZVPD basis set.

Geometry (Å):
C1 11.746 -3.077 0.293
H1 -2.714 4.173 3.340
H2 -6.442 8.009 0.038
H3 -1.289 -2.734 0.774
H4 13.094 -2.484 3.181
C2 7.421 -0.265 -6.849
H5 -3.901 3.974 -4.883
C3 -4.169 -2.853 0.506
H6 9.294 -0.437 1.293
C4 -1.685 -2.254 -0.134
H7 6.381 -0.260 -7.167
C5 -2.924 4.013 -4.401
O1 -2.298 -3.425 3.033
O2 -4.274 -3.171 4.465
C6 -3.199 3.440 2.685
C7 0.898 0.598 0.382
C8 -1.646 2.095 -2.066
H8 -3.030 4.487 -3.420
H9 -6.894 9.578 -0.676
H10 13.808 -3.102 1.684
H11 -4.379 3.558 -0.983
H12 -3.846 -5.416 2.172
H13 7.499 0.226 -5.876
H14 -2.353 0.178 5.011
H15 -0.540 -0.542 1.480
H16 -7.994 8.767 0.458
C9 7.510 -0.521 0.097
H17 2.587 -1.533 -2.083
H18 3.946 -0.372 -0.124
C10 10.306 -3.101 -0.160
C11 -4.677 -2.825 1.948
H19 3.695 2.250 1.378
C12 -6.909 5.178 0.014
H20 12.194 -4.078 0.232
H21 6.780 -1.298 -0.141
H22 4.942 0.988 -0.573
O3 -7.955 7.942 -1.390
H23 -5.628 -3.356 2.037
C13 -0.721 -2.585 -3.058
H24 6.881 1.515 0.500
H25 -0.776 3.528 -3.408
H26 -3.696 0.628 3.935
C14 -4.554 3.251 4.620
C15 -7.677 -2.800 3.979
H27 7.806 -0.061 -0.849
O4 -2.447 3.055 -1.366
C16 5.408 0.204 1.378
H28 -2.329 -0.336 3.313
H29 -6.721 -2.810 4.512
H30 6.787 -2.300 -2.935
H31 -3.105 -1.007 0.922
H32 -3.991 1.842 -0.695
H33 10.257 -3.707 -1.068
O5 -7.812 -3.972 3.188
C17 0.099 -0.685 0.596
H34 1.863 -3.132 -2.270
H35 -3.821 -3.850 0.216
O6 -10.335 -4.595 4.577
H36 -0.728 1.946 -1.497
H37 -1.368 2.616 1.982
C18 6.929 -1.480 -3.647
O7 11.791 -2.620 1.634
H38 10.528 -1.006 -0.543
O8 -2.451 2.692 -4.295
H39 1.939 -2.387 -0.678
H40 2.395 -0.201 1.722
H41 0.799 -1.500 0.866
C19 -3.814 2.701 -1.353
H42 2.927 2.042 -0.181
H43 -7.457 -5.951 3.500
H44 -6.222 5.610 -3.074
H45 -4.632 4.317 4.869
C20 -8.048 -5.144 3.945
O9 8.309 -1.262 -3.901
C21 8.771 -1.175 0.686
H46 9.151 -1.737 -1.361
C22 -2.614 0.473 3.995
H47 -8.494 -2.689 4.696
H48 -7.216 4.144 -0.179
H49 -11.429 -2.917 4.287
H50 1.757 1.348 2.211
H51 9.620 -2.582 -6.690
H52 6.531 -0.567 -3.208
H53 -9.835 -5.693 2.894
C23 -9.506 -5.545 3.928
H54 5.370 -0.867 1.592
C24 -2.276 2.262 2.474
C25 -10.998 -3.718 3.688
H55 -2.144 1.124 -2.087
O10 -4.460 3.060 3.226
H56 12.336 -2.408 -0.347
H57 -0.266 -2.639 -4.046
O11 7.833 -1.618 -6.784
H58 -10.308 -3.286 2.959
C26 -0.815 -1.065 -0.567
H59 -5.064 -2.669 -0.092
H60 6.383 -1.705 -4.566
H61 -1.759 -3.050 -0.884
O12 -4.078 -5.113 3.063
H62 -4.175 2.450 -2.356
H63 -6.143 7.977 -2.393
H64 -4.825 -1.800 2.287
H65 -7.776 5.402 -2.248
C27 4.395 0.544 0.264
H66 8.479 -2.007 1.329
H67 -5.459 2.746 4.958
H68 7.441 0.647 1.912
C28 -7.094 7.434 -2.396
H69 9.671 -0.889 -6.167
C29 8.912 -2.258 -4.702
S1 -3.702 -3.569 3.215
H70 0.226 1.448 0.500
P1 0.145 -1.290 -2.079
H71 -3.434 -1.283 -0.768
H72 -7.707 -5.009 4.976
H73 -3.385 3.916 1.720
C30 1.780 -2.179 -1.738
H74 9.903 -2.464 -4.284
C31 9.701 -1.709 -0.421
C32 -1.301 2.566 -3.455
H75 -6.297 5.193 0.915
C33 2.088 0.776 1.340
H76 -2.255 4.629 -5.018
C34 -7.275 8.605 -0.343
H77 5.141 0.722 2.301
C35 9.077 -1.809 -6.138
H78 -9.619 -6.496 4.459
H79 -7.579 7.603 -3.362
C36 3.283 1.499 0.698
C37 -6.830 5.954 -2.231
H80 -7.692 -1.949 3.298
H81 1.270 0.625 -0.648
H82 13.430 -1.368 1.844
H83 -2.742 1.528 1.808
H84 8.019 0.291 -7.580
H85 -7.799 5.793 0.171
H86 -0.636 1.828 -3.908
H87 -3.694 2.827 5.144
C38 13.097 -2.380 2.098
H88 9.722 -3.626 0.598
H89 -0.702 -3.588 -2.620
H90 -11.805 -4.233 3.155
O13 -1.896 1.654 3.698
O14 -6.112 5.675 -1.045
C39 6.851 0.543 0.996
C40 -3.118 -1.782 0.150
H91 8.331 -3.185 -4.668
H92 -1.763 -2.281 -3.163

Its total charge is -1. For the LUMO energy, the calculation gives 2.166 eV. Its HOMO energy is -2.0 eV. For the total energy, the calculation gives -91753.4716 eV. The orbital gap comes out at 4.20 eV.

Atom charges from the Löwdin analysis, given in e for atoms 1 to 4:
1 C -0.26
2 H 0.13
3 H 0.08
4 H 0.09

=====

[2]
This record from OMol25 describes a cluster of 8 separate species, C21H47BBr2F4N5O8 in total at a distorted geometry. The level of theory is ωB97M-V with the def2-TZVPD basis set.

Geometry (Å):
H1 17.354 -5.315 16.320
H2 14.573 -1.691 12.752
H3 16.714 -2.586 13.417
H4 13.432 -4.315 10.322
O1 18.672 -10.622 11.511
H5 13.385 -7.878 11.037
H6 15.261 -4.146 10.513
H7 20.031 -5.017 19.577
H8 13.727 -8.660 13.569
H9 16.166 -3.836 15.258
C1 18.550 -9.216 11.702
C2 20.884 -14.500 11.103
C3 14.348 -4.654 10.806
H10 15.544 -5.529 13.502
H11 19.883 -6.526 18.799
H12 20.749 -5.211 18.001
N1 14.393 -6.104 10.592
N2 14.170 -4.349 14.596
F1 18.300 -4.401 13.024
H13 14.687 -11.511 14.704
H14 14.403 -0.417 11.553
H15 22.808 -4.273 12.089
C4 14.778 -10.530 15.178
H16 17.770 0.636 12.693
H17 13.925 -6.010 13.394
H18 12.515 -6.880 9.887
H19 18.314 -8.970 12.739
H20 14.300 -10.032 12.676
C5 17.209 -1.736 12.941
H21 12.685 -6.372 11.622
H22 13.776 -10.217 15.492
O2 20.251 -10.855 13.097
B1 18.549 -5.809 12.951
H23 16.984 -8.276 13.925
C6 19.858 -5.450 18.589
H24 21.773 -15.119 11.065
N3 16.333 -0.715 12.399
H25 20.664 -14.251 10.055
H26 15.140 -8.392 12.601
C7 17.851 -4.090 18.524
H27 18.268 -3.783 19.499
C8 15.117 -3.665 15.472
H28 20.930 -13.398 12.959
F2 19.359 -5.927 11.801
H29 15.294 -10.637 16.134
O3 16.778 -3.723 18.085
H30 17.802 -8.844 11.010
H31 21.829 -2.986 11.441
N4 15.445 -9.576 14.346
C9 14.649 -5.631 14.116
F3 17.362 -6.522 12.680
C10 16.736 0.564 12.314
H32 14.941 -2.588 15.527
Br1 22.189 -4.268 15.048
O4 16.138 1.489 11.805
C11 19.641 -11.257 12.151
C12 15.061 -1.212 11.901
H33 19.495 -8.679 11.583
H34 14.673 -6.321 14.960
H35 20.474 -4.048 13.187
Br2 23.771 -2.111 12.797
H36 20.968 -2.427 13.782
O5 17.334 -9.350 15.600
O6 15.701 -7.821 9.905
H37 16.373 -5.919 10.010
C13 15.551 -6.634 10.144
H38 17.843 -2.236 12.205
C14 16.653 -9.035 14.647
O7 12.060 -4.550 13.852
C15 22.296 -3.354 12.353
H39 21.874 -12.646 11.679
H40 12.760 -2.901 14.871
H41 15.186 -1.908 11.072
H42 18.226 -6.718 16.766
H43 19.101 -5.410 15.925
O8 19.833 -12.423 11.534
C16 18.333 -5.636 16.663
C17 14.645 -9.146 13.212
N5 18.636 -5.052 17.969
C18 20.952 -13.198 11.882
C19 12.905 -3.894 14.432
H44 19.936 -15.004 11.310
H45 14.890 -4.043 16.472
H46 17.803 -1.339 13.766
C20 13.163 -6.847 10.764
H47 14.258 -4.513 11.885
C21 21.305 -3.415 13.489
F4 19.107 -6.289 14.124

Its total charge is -1. For the LUMO energy, the calculation gives 2.368 eV. Its HOMO energy is -7.0 eV. For the total energy, the calculation gives -198010.6121 eV. The orbital gap comes out at 9.33 eV.

Atom charges from the Löwdin analysis, given in e for atoms 1 to 4:
1 H 0.07
2 H 0.08
3 H 0.06
4 H 0.10

=====

[3]
This record from OMol25 describes a cluster of 3 separate species, C13H24IO8 in total. The level of theory is ωB97M-V with the def2-TZVPD basis set.

Geometry (Å):
O1 -7.334 -1.243 -0.054
H1 0.704 0.439 0.046
H2 -0.382 3.033 -1.203
H3 5.184 0.365 -0.401
C1 -6.363 -0.577 0.217
H4 -7.357 0.503 3.317
C2 2.113 1.906 -0.417
H5 4.894 -1.352 -0.140
C3 -0.364 1.934 -1.133
H6 8.279 -4.158 -1.819
C4 7.257 -2.042 -0.764
C5 -4.928 -2.129 -0.749
H7 -7.478 2.147 1.432
H8 -9.036 0.875 2.885
I1 -2.293 3.321 1.629
H9 -5.159 -2.958 -0.081
H10 -3.730 2.290 -0.352
C6 -7.639 1.084 1.267
H11 6.364 -1.287 1.887
C7 5.614 -0.548 0.001
H12 9.768 -3.310 -2.308
C8 5.968 -0.366 1.458
C9 -8.113 0.409 2.536
O2 6.789 -0.806 -0.804
H13 6.721 0.416 1.570
H14 -3.880 -2.164 -1.034
C10 -2.714 2.701 -0.458
C11 8.988 -3.376 -1.555
O3 2.315 2.670 -1.524
H15 9.430 -3.599 -0.584
H16 1.538 3.231 -1.668
H17 -5.558 -2.186 -1.635
H18 -8.303 -0.650 2.366
H19 -0.075 1.561 -2.124
O4 3.068 1.540 0.219
C12 -1.799 1.509 -0.761
O5 8.354 -2.099 -1.533
H20 -2.266 1.029 -1.634
O6 -6.361 0.590 0.850
H21 -1.747 0.763 0.055
O7 6.796 -2.975 -0.156
H22 5.077 -0.074 2.012
H23 -8.359 0.965 0.457
C13 0.688 1.523 -0.098
O8 -5.104 -0.884 -0.079
H24 0.434 1.982 0.865

Its total charge is -1. For the LUMO energy, the calculation gives 2.381 eV. Its HOMO energy is -2.6 eV. For the total energy, the calculation gives -38351.3091 eV. The orbital gap comes out at 4.95 eV.

Atom charges from the natural (NBO) analysis, given in e for atoms 1 to 4:
1 O -0.67
2 H 0.23
3 H 0.20
4 H 0.22

=====

[4]
This record from OMol25 describes the molecule C4H9NO2. The level of theory is ωB97M-V with the def2-TZVPD basis set.

Geometry (Å):
H1 -0.329 1.027 0.984
H2 -1.063 -2.124 2.367
O1 1.036 1.844 -1.715
H3 0.940 -1.698 1.448
H4 0.735 -0.596 2.791
H5 1.264 -0.741 -0.952
H6 1.394 0.778 0.965
H7 -1.808 0.558 -2.138
C1 0.183 0.979 -1.616
H8 -0.435 -0.956 -0.740
C2 0.317 -0.867 1.803
H9 -1.033 1.936 -2.863
O2 -1.039 -1.272 1.905
C3 0.352 -0.201 -0.670
N1 -0.960 1.058 -2.365
C4 0.447 0.273 0.796

Its total charge is 0. For the LUMO energy, the calculation gives 0.813 eV. Its HOMO energy is -9.8 eV. The SMILES is NC(=O)CCCO. For the total energy, the calculation gives -9879.3920 eV. The orbital gap comes out at 10.57 eV.

Atom charges from the natural (NBO) analysis, given in e for atoms 1 to 4:
1 H 0.21
2 H 0.47
3 O -0.62
4 H 0.15

=====

[5]
This record from OMol25 describes the ion C8H19N7 with charge +2 at a distorted geometry. The level of theory is ωB97M-V with the def2-TZVPD basis set.

Geometry (Å):
H1 1.032 0.123 -1.912
H2 3.080 0.236 -1.176
H3 1.400 -0.566 1.093
H4 -1.970 -0.663 -2.096
H5 -4.717 -1.515 1.566
H6 3.526 1.115 0.945
C1 -4.436 -0.523 1.676
C2 -0.913 0.459 -0.657
C3 0.464 -0.322 -1.013
H7 -2.448 -0.106 1.438
N1 5.343 -0.114 0.282
H8 3.701 -0.461 1.707
H9 -4.840 -1.478 -0.355
N2 -0.867 0.741 0.717
C4 -0.808 2.226 -1.151
H10 3.140 -1.483 -0.495
H11 -0.582 2.471 -2.167
H12 1.552 1.043 0.323
N3 -2.097 -0.277 -1.137
N4 -0.603 1.894 1.007
H13 -4.006 -1.357 -1.924
H14 -4.300 -0.160 2.646
H15 -5.260 -0.052 1.280
C5 -3.210 -0.519 -0.434
N5 -3.273 -0.205 0.831
H16 5.597 -1.067 0.263
C6 2.971 -0.370 -0.388
H17 6.021 0.331 1.071
H18 5.617 0.283 -0.542
C7 1.570 -0.034 0.108
N6 -0.611 2.789 -0.060
C8 3.898 0.108 0.750
H19 0.241 -1.406 -1.203
N7 -4.212 -1.141 -0.992

Its total charge is +2. For the LUMO energy, the calculation gives -6.380 eV. Its HOMO energy is -15.6 eV. The SMILES is CN/C(N)=[NH+]\[C@@]1(CCCC[NH3+])C=NN=N1. For the total energy, the calculation gives -19015.4223 eV. The orbital gap comes out at 9.26 eV.

Atom charges from the natural (NBO) analysis, given in e for atoms 1 to 4:
1 H 0.23
2 H 0.21
3 H 0.23
4 H 0.43

=====

[6]
This record from OMol25 describes the ion C8H18N3 with charge +1 at a distorted geometry. The level of theory is ωB97M-V with the def2-TZVPD basis set.

Geometry (Å):
H1 -1.078 -3.524 -2.115
H2 -0.125 -0.054 3.734
H3 1.101 -0.645 1.784
C1 0.106 1.623 0.385
H4 -1.001 0.115 -1.741
C2 -0.351 0.465 2.805
C3 0.064 -0.359 1.630
H5 -0.316 2.515 3.476
H6 -0.547 -1.246 1.613
N1 -0.098 -1.814 -1.461
H7 -2.181 -2.446 -1.355
C4 1.093 -2.482 -2.027
H8 1.061 2.370 -1.414
C5 0.090 2.458 -0.883
N2 0.262 2.335 1.518
N3 -0.009 0.314 0.322
H9 -1.412 0.660 2.820
H10 -1.581 -2.052 -3.016
H11 -0.783 2.197 -1.518
H12 1.377 -2.095 -3.026
H13 0.539 3.296 1.396
H14 0.845 -3.546 -2.121
C6 -1.303 -2.453 -2.021
H15 -0.016 3.515 -0.607
H16 1.273 1.809 3.333
C7 -0.089 -0.388 -1.274
H17 0.825 0.109 -1.740
C8 0.278 1.823 2.869
H18 1.978 -2.500 -1.365

Its total charge is +1. For the LUMO energy, the calculation gives -2.470 eV. Its HOMO energy is -12.6 eV. The SMILES is CC1=[NH+]CCCN1CN(C)C. For the total energy, the calculation gives -13051.3252 eV. The orbital gap comes out at 10.15 eV.

Atom charges from the natural (NBO) analysis, given in e for atoms 1 to 4:
1 H 0.22
2 H 0.25
3 H 0.21
4 C 0.54

=====

[7]
This record from OMol25 describes a cluster of 2 separate species, C5H16N2O in total at a distorted geometry. The level of theory is ωB97M-V with the def2-TZVPD basis set.

Geometry (Å):
C1 -0.989 -1.134 0.595
H1 -1.468 -0.343 1.167
C2 0.212 1.472 -0.195
H2 -3.470 0.800 -1.749
H3 0.833 2.350 -0.392
H4 0.126 -0.085 2.700
H5 1.416 -1.232 2.731
H6 2.882 0.886 -1.185
N1 0.597 -0.870 2.283
H7 1.699 0.878 1.105
C3 1.202 0.395 0.263
H8 1.141 -1.769 0.677
H9 -1.448 -2.029 -1.179
N2 -1.711 -1.195 -0.667
H10 -0.479 1.283 -1.008
C4 2.343 0.084 -0.690
C5 0.517 -0.885 0.785
H11 -0.384 1.859 0.640
H12 2.026 -0.580 -1.496
H13 -2.679 2.025 -2.164
H14 -1.684 -0.413 -1.319
H15 3.065 -0.538 -0.160
H16 -1.181 -2.089 1.067
O1 -2.567 1.130 -1.810

Its total charge is 0. For the LUMO energy, the calculation gives 0.655 eV. Its HOMO energy is -8.3 eV. The SMILES is CC(C)[C@@H](N)CN.O. For the total energy, the calculation gives -10471.2400 eV. The orbital gap comes out at 8.98 eV.

Atom charges from the natural (NBO) analysis, given in e for atoms 1 to 4:
1 C -0.22
2 H 0.18
3 C -0.62
4 H 0.49

=====

[8]
This record from OMol25 describes a structure of composition C18H43BaO22S5 at a distorted geometry. The level of theory is ωB97M-V with the def2-TZVPD basis set.

Geometry (Å):
O1 -0.889 3.164 0.087
O2 -3.748 2.369 0.060
C1 -1.399 1.440 4.079
O3 2.133 1.394 -2.990
O4 0.773 -1.619 3.852
H1 -2.712 -5.528 -1.009
H2 -2.126 1.424 4.891
H3 -3.101 5.325 -0.140
H4 6.135 3.617 -1.142
O5 -4.115 -0.517 1.421
O6 -3.632 -2.179 -3.395
H5 0.649 -2.326 -3.811
H6 -2.988 -0.759 -5.658
H7 2.687 -1.161 -2.076
O7 -0.215 4.703 1.944
H8 0.908 -3.642 3.493
C2 1.674 -4.247 -1.666
H9 5.597 2.233 -0.195
O8 -1.884 -2.274 0.263
H10 1.831 1.083 3.111
C3 -4.978 -1.121 2.020
H11 -3.237 0.555 -4.397
H12 3.321 -0.528 -0.404
C4 0.684 -3.429 -1.050
H13 4.819 3.849 0.106
C5 0.199 -2.943 3.937
S1 -0.755 4.553 0.387
Ba1 -1.708 0.398 0.294
H14 1.412 -4.467 -2.700
C6 -2.406 5.396 0.697
H15 -0.816 0.520 4.118
O9 0.913 0.896 -0.778
H16 -0.357 -2.265 -6.746
H17 -3.837 -4.649 0.173
S2 1.401 -1.206 2.354
H18 1.700 4.141 1.413
C7 2.452 0.204 2.933
H19 0.265 -3.645 -5.824
H20 -0.660 -3.000 3.270
H21 -3.593 -4.053 -1.509
O10 -5.546 -0.572 2.969
C8 5.280 3.184 -0.624
O11 -0.587 -4.002 -1.120
H22 3.724 3.651 -2.186
O12 0.127 5.495 -0.280
O13 -2.164 1.476 2.923
H23 3.005 -0.103 3.820
H24 1.683 -5.276 -1.307
S3 -1.668 -3.742 0.088
H25 4.214 -0.322 -1.934
H26 -2.252 6.435 0.986
C9 -2.564 -0.181 -4.838
O14 -1.224 -4.567 1.182
H27 4.617 2.162 -2.280
C10 1.118 4.253 2.328
H28 1.352 5.333 4.293
H29 2.684 -3.840 -1.709
O15 3.218 2.098 -0.849
C11 0.012 -2.061 -4.655
H30 0.941 -3.842 5.717
C12 3.226 -0.421 -1.484
H31 1.411 -2.333 -6.307
H32 -1.633 0.360 -5.007
H33 -0.151 -2.449 6.027
O16 -5.450 -2.112 1.442
H34 2.714 5.449 3.196
C13 -3.905 2.331 -1.192
O17 2.352 -2.165 1.903
H35 -0.087 -0.979 -4.744
H36 3.041 0.381 2.033
C14 -3.149 -4.589 -0.670
H37 1.230 6.287 2.773
O18 -1.680 -1.031 -2.248
H38 -0.673 2.234 4.251
C15 4.147 2.851 -1.578
C16 0.013 -3.347 5.430
H39 0.946 -3.350 0.005
O19 -1.309 -2.542 -4.375
C17 1.626 5.385 3.239
H40 -0.849 -4.007 5.532
H41 -2.649 4.869 1.619
H42 0.745 -2.394 -1.388
C18 0.390 -2.579 -6.017
S4 -2.360 -1.499 -3.520
H43 1.132 3.320 2.891
O20 -4.391 3.264 -1.840
S5 2.172 1.089 -1.577
O21 -3.630 1.274 -1.768
O22 0.398 -0.580 1.440

Its total charge is -2. For the LUMO energy (spin up / spin down), the calculation gives 2.832 / 2.832 eV. Its HOMO energy (spin up / spin down) is 0.9 / 0.9 eV. For the total energy, the calculation gives -119272.1818 eV. The orbital gap (spin up / spin down) comes out at 1.96 / 1.95 eV. As for the spin multiplicity: 2.

Atom charges from the Löwdin analysis, given in e for atoms 1 to 4:
1 O -0.36
2 O -0.22
3 C -0.41
4 O -0.29